# 1
Density functional theory data (ωB97M-V with the def2-TZVPD basis set) for a structure of composition C8H24IO4 in a non-equilibrium geometry.

```
37
Properties=species:S:1:pos:R:3:forces:R:3
I -0.552 -0.240 -0.258 -1.8 -3.7 1.0
C -3.517 -1.377 -0.408 -1.0 -0.4 -0.3
C -4.033 -0.037 0.115 0.4 -0.2 -1.1
O -3.094 0.594 0.949 -2.0 0.6 0.9
H -4.331 -1.934 -0.872 -0.4 -0.1 0.2
H -3.159 -1.960 0.440 0.3 -0.1 -0.2
H -2.780 -1.306 -1.208 0.0 0.1 0.5
H -5.016 -0.175 0.566 0.1 0.0 0.7
H -4.249 0.603 -0.741 0.1 0.3 -0.3
H -2.253 0.146 0.830 0.0 0.0 0.2
C 2.214 -0.987 1.723 -0.1 -1.8 0.6
C 0.837 -1.176 2.401 0.2 1.1 -1.4
O 0.212 0.074 2.363 0.3 0.4 4.5
H 2.397 -1.955 1.255 0.6 -0.2 -0.1
H 2.960 -0.835 2.503 0.2 0.3 -0.2
H 2.292 -0.255 0.919 -0.4 0.2 0.6
H 0.939 -1.615 3.394 0.0 0.5 0.3
H 0.185 -1.860 1.859 0.3 -0.4 -0.3
H -0.150 0.224 1.487 0.1 0.1 0.5
C 1.025 2.715 0.858 0.6 0.9 0.7
C 0.028 3.266 -0.165 -1.3 -1.6 1.0
O -0.355 2.399 -1.213 1.2 2.9 -1.9
H 0.662 1.943 1.535 0.0 0.0 -0.6
H 1.227 3.523 1.561 -0.1 0.5 0.1
H 2.035 2.466 0.534 -0.1 -0.3 -0.6
H 0.264 4.273 -0.506 0.3 -0.2 -0.4
H -0.906 3.319 0.396 -0.1 0.9 0.6
H -0.452 1.492 -0.914 0.0 0.9 0.0
C 2.804 -1.243 -1.805 -0.2 -0.4 -0.6
C 1.519 -1.527 -2.608 0.8 0.5 0.2
O 0.670 -0.421 -2.634 1.4 -0.4 -3.4
H 3.466 -2.088 -1.995 0.1 -0.3 0.6
H 2.533 -1.114 -0.758 0.4 -0.2 -0.2
H 3.384 -0.385 -2.145 -0.4 0.3 -0.1
H 1.015 -2.366 -2.128 -0.1 -0.4 0.1
H 1.783 -1.849 -3.615 -0.1 0.2 -0.2
H 0.396 -0.332 -1.718 0.9 0.3 -1.2
```
Forces are in eV/Å.

For the HOMO energy, the calculation gives -4.843 eV. Its LUMO energy is 0.11568 hartree. For the gap between HOMO and LUMO, the calculation gives 7.99 eV. Its largest force on an atom is 4.58 eV/Å. As for the net charge: -1.

=====

# 2
Density functional theory data (ωB97M-V with the def2-TZVPD basis set) for a cluster of 5 separate species, C8H24IO5 in total.

```
38
Properties=species:S:1:pos:R:3:forces:R:3
I 2.043 -0.135 -1.596 0.1 0.1 0.1
C 4.016 1.254 3.153 -0.1 0.1 0.0
C 4.490 0.774 1.791 0.4 0.3 0.0
O 3.914 -0.463 1.448 0.1 0.1 0.1
H 2.928 1.199 3.221 0.0 0.1 -0.1
H 4.317 2.295 3.300 0.0 0.0 0.1
H 4.421 0.656 3.971 0.1 -0.1 -0.1
H 5.591 0.693 1.794 -0.1 -0.1 0.1
H 4.271 1.542 1.040 -0.2 -0.1 0.0
H 3.505 -0.363 0.575 -0.2 -0.2 -0.1
C -0.772 0.552 3.147 -0.1 0.3 -0.1
C 0.018 -0.091 2.026 -0.2 -0.1 0.0
O -0.554 0.314 0.793 0.0 0.1 0.1
H -1.819 0.251 3.079 0.0 -0.1 0.1
H -0.755 1.641 3.041 0.1 -0.1 0.0
H -0.375 0.294 4.129 0.0 -0.1 0.0
H -0.046 -1.184 2.119 0.2 0.0 0.0
H 1.071 0.197 2.065 0.0 -0.1 0.0
H 0.147 0.264 0.122 0.0 -0.1 -0.2
C -2.266 -3.546 -1.470 -0.4 -0.2 -0.1
C -1.086 -2.658 -1.169 0.1 0.1 0.1
O 0.019 -3.089 -1.943 -0.1 0.0 0.2
H -2.148 -4.562 -1.084 0.2 0.1 0.1
H -2.414 -3.636 -2.549 0.0 0.1 0.0
H -3.177 -3.131 -1.032 0.0 0.0 0.0
H -0.848 -2.693 -0.095 0.0 0.0 -0.1
H -1.331 -1.615 -1.398 0.0 0.0 -0.1
H 0.704 -2.413 -1.825 0.2 0.0 -0.2
C -1.763 1.646 -2.216 0.3 -0.1 0.0
C -3.164 1.813 -2.708 -0.3 0.3 -0.2
O -3.215 2.704 -3.833 0.1 0.0 0.1
O -1.045 0.862 -3.147 0.0 0.1 0.2
H -1.802 1.158 -1.233 0.0 0.0 0.0
H -1.297 2.631 -2.083 0.0 0.0 0.0
H -3.769 2.216 -1.891 -0.1 -0.1 0.0
H -3.547 0.833 -3.007 -0.1 0.0 0.1
H -4.056 3.165 -3.813 0.0 -0.1 0.0
H -0.207 0.624 -2.720 0.2 -0.1 -0.2
```
Forces are in eV/Å.

For the HOMO energy, the calculation gives -5.118 eV. Its LUMO energy is 0.11038 hartree. For the gap between HOMO and LUMO, the calculation gives 8.12 eV. Its largest force on an atom is 0.50 eV/Å. As for the net charge: -1.

=====

# 3
Density functional theory data (ωB97M-V with the def2-TZVPD basis set) for a cluster of 5 separate species, C8H24IO8 in total in a non-equilibrium geometry.

```
41
Properties=species:S:1:pos:R:3:forces:R:3
I 30.547 -0.663 0.806 -0.3 0.0 -0.3
C 27.798 4.163 2.244 -1.6 -0.5 -1.0
C 29.110 3.735 1.592 -0.8 -0.7 1.3
O 29.624 2.673 2.386 0.0 0.1 1.0
O 26.714 3.204 1.975 1.4 1.9 0.8
H 27.420 5.132 1.920 0.1 0.0 -1.1
H 27.922 4.462 3.285 0.3 -1.1 0.6
H 29.735 4.623 1.686 0.6 0.0 -0.8
H 28.953 3.236 0.636 -0.1 1.2 -0.6
H 30.226 2.113 1.890 0.1 -0.1 -0.3
H 27.053 2.349 2.250 -0.2 -0.5 -0.1
C 32.565 1.803 5.018 -0.1 -2.0 -1.4
C 32.149 0.680 3.983 1.4 1.4 0.1
O 32.816 1.093 2.752 -0.5 0.2 1.3
O 31.892 1.553 6.224 -0.5 0.3 0.7
H 32.302 2.769 4.586 0.1 0.0 0.0
H 33.631 1.686 5.212 0.3 0.4 -0.4
H 31.063 0.599 4.002 -0.1 0.2 -0.7
H 32.555 -0.292 4.264 0.0 0.0 0.3
H 32.398 0.706 1.979 -0.4 -0.5 -0.1
H 31.902 2.392 6.690 -0.2 -0.1 0.3
C 26.436 -0.551 1.057 2.7 0.4 -0.6
C 26.555 -0.278 -0.438 -1.4 -0.8 -0.1
O 25.341 0.320 -0.899 0.2 0.4 -0.4
O 27.034 0.536 1.791 -1.2 -0.6 0.2
H 27.131 -1.377 1.208 -0.4 -0.6 0.4
H 25.432 -0.821 1.385 0.0 0.4 0.1
H 26.680 -1.223 -0.967 0.0 -0.4 0.0
H 27.428 0.294 -0.753 -0.3 0.5 0.5
H 24.656 -0.234 -0.517 -0.2 0.2 -0.1
H 27.955 0.462 1.530 0.7 0.1 0.2
C 29.101 -1.802 -3.636 0.4 0.9 -1.0
C 30.522 -2.301 -3.210 -2.6 1.5 -0.1
O 30.357 -3.089 -2.080 0.7 -1.5 0.1
O 28.506 -0.723 -2.808 1.0 -1.9 -1.5
H 28.404 -2.593 -3.914 -0.3 -0.5 1.2
H 29.238 -1.436 -4.654 0.1 1.1 0.0
H 31.066 -1.359 -3.141 0.5 -0.1 0.8
H 30.987 -2.844 -4.033 -0.2 -0.4 0.2
H 30.330 -2.672 -1.216 0.3 0.9 0.0
H 28.801 -0.897 -1.911 0.2 0.0 0.4
```
Forces are in eV/Å.

For the HOMO energy, the calculation gives -5.280 eV. Its LUMO energy is 0.10996 hartree. For the gap between HOMO and LUMO, the calculation gives 8.27 eV. Its largest force on an atom is 3.05 eV/Å. As for the net charge: -1.

=====

# 4
Density functional theory data (ωB97M-V with the def2-TZVPD basis set) for a cluster of 2 separate species, C8H24N5O2 in total in a non-equilibrium geometry.

```
39
Properties=species:S:1:pos:R:3:forces:R:3
C -1.555 1.407 1.650 0.8 -0.7 2.0
C 2.362 -0.566 -1.732 1.0 -2.0 0.0
C -2.862 0.538 -0.227 -2.7 2.8 -0.2
C 2.373 -1.834 0.514 -1.1 2.0 3.1
C -2.969 -0.561 -1.219 3.1 0.7 0.0
C 1.029 -2.547 0.404 0.9 -0.9 -1.7
C -0.434 1.083 -0.481 0.2 -0.3 -1.3
C 1.972 0.578 0.405 0.4 -1.4 0.8
N -0.597 2.492 -0.671 -0.3 1.7 -1.8
N 1.670 0.493 1.707 1.2 2.3 0.6
N 2.440 1.680 -0.138 -0.2 -3.0 0.0
N -1.581 0.588 0.434 1.2 0.5 0.2
N 2.341 -0.590 -0.217 -0.8 1.4 -1.6
O -2.849 -1.737 -0.530 -3.3 -2.7 2.6
O 0.043 -1.802 1.059 0.0 0.6 0.8
H -0.977 0.845 2.446 -0.2 0.9 -1.1
H -1.183 2.415 1.465 0.1 -0.4 -0.1
H -2.521 1.462 2.087 -1.1 0.2 0.1
H 2.179 -1.639 -2.152 -0.1 2.0 0.9
H 1.663 0.175 -2.152 0.0 -0.5 0.4
H 3.393 -0.354 -2.115 -0.7 0.1 0.5
H -3.087 1.620 -0.624 0.5 -2.1 0.5
H -3.725 0.328 0.480 1.1 0.4 -0.2
H 3.246 -2.333 0.291 1.4 -1.8 -1.4
H 2.708 -1.571 1.644 -1.4 -0.5 -2.4
H -2.158 -0.641 -1.928 0.3 0.7 -0.4
H -3.819 -0.477 -1.767 -2.8 0.2 -1.5
H 0.741 -2.626 -0.701 0.5 -0.1 1.3
H 1.130 -3.554 0.812 -0.2 -0.1 0.0
H -0.604 0.563 -1.447 0.0 -0.1 0.6
H 0.320 2.947 -0.682 -0.6 -0.1 0.1
H -1.137 2.930 -1.523 1.2 -1.5 2.0
H 1.082 -0.277 1.894 -0.7 -0.5 1.1
H 1.998 1.239 2.370 -1.0 -1.5 -1.0
H 2.862 1.460 -0.963 1.6 0.5 -2.6
H 2.386 2.547 0.196 -0.5 3.9 1.6
H -1.284 -0.332 0.741 -0.1 -0.1 -0.4
H -3.781 -1.872 -0.077 2.9 -0.1 -1.1
H -0.815 -2.076 0.748 -0.5 -0.5 -0.2
```
Forces are in eV/Å.

For the HOMO energy, the calculation gives -10.062 eV. Its LUMO energy is -0.07765 hartree. For the gap between HOMO and LUMO, the calculation gives 7.95 eV. Its largest force on an atom is 5.01 eV/Å. As for the net charge: +1.

=====

# 5
Density functional theory data (ωB97M-V with the def2-TZVPD basis set) for a structure of composition C8H24NaO8 in a non-equilibrium geometry.

```
41
Properties=species:S:1:pos:R:3:forces:R:3
Na -0.018 0.201 -0.732 -0.6 0.1 -0.3
C 1.112 3.232 -1.425 -0.9 0.4 -0.9
C 0.430 2.840 -2.729 0.4 -0.5 -0.3
O 0.511 1.418 -2.879 0.3 -0.2 0.6
O 0.391 2.702 -0.263 1.3 0.1 -0.6
H 1.166 4.319 -1.360 -0.1 0.0 0.1
H 2.144 2.881 -1.449 -0.1 -0.3 0.1
H 0.982 3.294 -3.552 0.0 0.3 0.1
H -0.628 3.078 -2.838 0.1 0.6 0.5
H 0.631 1.231 -3.813 0.0 -0.3 -0.1
H -0.137 3.457 0.010 -0.5 -0.2 0.5
C -3.246 0.144 0.201 -0.3 -1.8 -1.1
C -2.984 -1.026 -0.756 -1.4 0.8 -1.4
O -2.323 -0.598 -1.982 0.7 -0.3 1.1
O -2.013 0.595 0.675 0.9 0.5 1.0
H -3.852 -0.286 0.999 -0.1 0.2 0.2
H -3.782 0.978 -0.252 -0.2 -0.2 -0.3
H -3.960 -1.450 -0.991 -0.1 0.0 -0.2
H -2.431 -1.882 -0.369 0.3 0.5 0.3
H -2.940 -0.246 -2.628 -0.3 0.0 0.1
H -2.203 0.737 1.605 0.8 0.3 0.3
C -1.260 -3.284 1.876 1.2 -0.9 -0.9
C -0.330 -3.129 0.648 -1.3 -0.8 0.1
O 1.039 -3.262 0.927 0.8 1.0 0.2
O -0.909 -2.362 2.845 -0.2 1.3 0.6
H -1.045 -4.276 2.273 -0.2 -0.4 -0.1
H -2.326 -3.248 1.649 0.0 0.0 -0.5
H -0.472 -2.167 0.155 0.2 0.2 0.2
H -0.618 -3.883 -0.084 -0.2 -0.1 -0.1
H 1.276 -4.111 1.309 -0.3 -0.2 0.1
H -1.721 -2.175 3.322 0.2 0.2 0.5
C 3.463 1.370 0.805 0.1 1.4 -0.4
C 3.113 -0.069 1.299 -0.8 -0.8 -0.4
O 1.898 -0.443 0.671 0.1 1.0 0.7
O 2.569 2.426 1.244 3.4 -2.2 0.8
H 3.385 1.302 -0.280 -0.5 -0.1 -0.2
H 4.503 1.641 0.989 -0.1 0.1 1.0
H 3.047 -0.164 2.382 0.0 0.7 0.2
H 3.777 -0.853 0.934 1.2 0.9 0.1
H 1.922 -1.364 0.941 -1.3 -1.5 -0.4
H 1.840 2.433 0.619 -2.4 0.4 -1.0
```
Forces are in eV/Å.

For the HOMO energy (spin up / spin down), the calculation gives -15.532 / -15.525 eV. Its LUMO energy (spin up / spin down) is -0.20241 / -0.45837 hartree. For the gap between HOMO and LUMO (spin up / spin down), the calculation gives 10.02 / 3.05 eV. The expectation value of S² is 0.76. As for the multiplicity: 2. Its largest force on an atom is 4.11 eV/Å. As for the net charge: +2.

=====

What is the net charge in the fourth record?
+1